(w)
{"formula": "C7H13N", "method": "ωB97M-V/def2-TZVPD", "elements": ["C", "C", "N", "C", "C", "C", "C", "C", "H", "H", "H", "H", "H", "H", "H", "H", "H", "H", "H", "H", "H"], "coordinates": [[1.63, -0.18, 1.52], [0.43, 0.74, 1.26], [-2.52, 0.78, 1.94], [-1.96, 0.17, 0.77], [-0.67, 0.13, 0.44], [-0.23, -0.55, -0.80], [0.35, 0.00, -1.86], [0.86, -0.73, -3.07], [1.92, -0.11, 2.57], [2.53, 0.12, 1.00], [1.45, -1.22, 1.24], [0.74, 1.64, 0.71], [0.06, 1.14, 2.21], [-2.00, 1.57, 2.28], [-2.64, 0.06, 2.64], [-2.72, -0.19, 0.09], [-0.53, -1.60, -0.83], [0.40, 1.08, -1.97], [0.69, -1.80, -2.95], [1.92, -0.57, -3.23], [0.28, -0.48, -3.97]], "mulliken_charge": [-1.133, -0.390, -0.618, -0.320, 0.022, -0.662, 0.240, -1.207, 0.345, 0.270, 0.344, 0.330, 0.293, 0.285, 0.254, 0.388, 0.302, 0.338, 0.312, 0.295, 0.314], "orbital_gap_ev": 9.511, "total_charge": 0, "spin_multiplicity": 1, "homo_energy_ev": -8.46, "smiles": "C/C=C/C(=C/N)CC"}

=====

(x)
{"formula": "C7H13N", "method": "ωB97M-V/def2-TZVPD", "elements": ["C", "C", "C", "C", "C", "N", "C", "C", "H", "H", "H", "H", "H", "H", "H", "H", "H", "H", "H", "H", "H"], "coordinates": [[2.10, 1.07, -0.33], [1.03, -1.78, -0.94], [-0.49, -1.45, 1.04], [0.75, 0.54, 0.06], [0.33, -0.78, -0.04], [-2.74, 1.55, 0.16], [-0.30, 1.45, 0.34], [-1.51, 1.06, -0.21], [-3.54, 1.05, -0.20], [-2.82, 1.83, 1.13], [-0.19, 2.31, 0.99], [-1.54, 0.59, -1.19], [2.53, 0.56, -1.20], [2.07, 2.13, -0.59], [2.80, 0.95, 0.51], [1.83, -2.30, -0.41], [1.46, -1.31, -1.82], [0.31, -2.53, -1.29], [-1.39, -1.93, 0.63], [0.10, -2.23, 1.54], [-0.80, -0.76, 1.83]], "mulliken_charge": [-1.255, -1.640, -1.291, 0.790, 0.560, -0.545, -0.886, -0.052, 0.246, 0.229, 0.328, 0.415, 0.323, 0.362, 0.272, 0.296, 0.387, 0.400, 0.297, 0.373, 0.391], "orbital_gap_ev": 8.164, "total_charge": 0, "spin_multiplicity": 1, "homo_energy_ev": -7.17, "smiles": "CC(C)=C(C)/C=C/N"}

=====

Most stable one: (w), least stable one: (x).

=====

(w)
{"formula": "C7H13N", "method": "ωB97M-V/def2-TZVPD", "elements": ["C", "C", "C", "C", "N", "C", "C", "C", "H", "H", "H", "H", "H", "H", "H", "H", "H", "H", "H", "H", "H"], "coordinates": [[-0.24, 2.17, -0.84], [-0.24, 0.81, -1.44], [-0.47, -0.34, -0.52], [-1.44, -0.92, 0.16], [-2.65, -0.49, 0.58], [0.73, -1.15, -0.23], [1.43, -0.33, 0.75], [2.33, -0.91, 1.66], [0.71, 2.19, -0.32], [-0.97, 2.53, 0.02], [-0.04, 2.95, -1.63], [0.71, 0.65, -1.85], [-0.93, 0.78, -2.23], [-1.36, -2.05, 0.49], [-3.29, 0.16, 0.09], [-3.05, -0.98, 1.39], [0.62, -2.16, 0.10], [1.45, -1.35, -1.05], [1.32, 0.69, 0.61], [3.01, -0.32, 2.31], [2.35, -1.93, 1.92]], "mulliken_charge": [-0.923, -0.854, 0.427, -0.148, -0.412, -1.108, 0.313, -0.999, 0.319, 0.211, 0.357, 0.343, 0.475, 0.159, 0.196, 0.202, 0.439, 0.293, 0.142, 0.255, 0.313], "orbital_gap_ev": 8.542, "total_charge": 0, "spin_multiplicity": 1, "homo_energy_ev": -7.55, "smiles": "C=CC/C(=C/N)CC"}

=====

(x)
{"formula": "C7H13N", "method": "ωB97M-V/def2-TZVPD", "elements": ["C", "C", "C", "C", "C", "N", "C", "C", "H", "H", "H", "H", "H", "H", "H", "H", "H", "H", "H", "H", "H"], "coordinates": [[-1.96, -1.08, -0.38], [-1.23, 1.89, -0.78], [0.45, 1.60, 1.08], [-0.67, -0.42, 0.05], [-0.47, 0.93, 0.08], [2.80, -1.77, 0.11], [0.42, -1.32, 0.38], [1.65, -1.06, -0.10], [3.50, -1.66, -0.63], [2.66, -2.72, 0.45], [0.21, -2.22, 0.96], [1.82, -0.24, -0.80], [-2.57, -0.45, -1.03], [-1.79, -2.02, -0.89], [-2.56, -1.28, 0.52], [-0.54, 2.64, -1.19], [-2.01, 2.42, -0.22], [-1.69, 1.41, -1.65], [0.78, 0.91, 1.86], [-0.10, 2.39, 1.60], [1.32, 2.04, 0.59]], "mulliken_charge": [-1.343, -1.523, -1.367, 0.611, 0.695, -0.489, -0.888, 0.095, 0.237, 0.230, 0.306, 0.341, 0.336, 0.348, 0.286, 0.364, 0.297, 0.375, 0.374, 0.400, 0.315], "orbital_gap_ev": 8.319, "total_charge": 0, "spin_multiplicity": 1, "homo_energy_ev": -7.27, "smiles": "CC(C)=C(C)/C=C/N"}

=====

Most stable one: (x), least stable one: (w).

=====

(w)
{"formula": "C8H10N2O", "method": "ωB97M-V/def2-TZVPD", "elements": ["C", "C", "C", "C", "C", "C", "C", "C", "N", "N", "O", "H", "H", "H", "H", "H", "H", "H", "H", "H", "H"], "coordinates": [[-0.75, -2.14, 0.66], [0.48, -1.75, 0.32], [-1.73, -1.14, 0.63], [-0.37, 0.66, -0.15], [0.72, -0.38, -0.11], [-1.67, 0.19, 0.13], [2.18, -0.24, -0.47], [0.10, 1.94, -0.49], [4.47, -0.04, 0.56], [-2.78, 1.04, 0.00], [3.30, -0.37, 0.70], [-1.12, -3.08, 1.13], [1.27, -2.40, 0.62], [-2.87, -1.28, 0.86], [2.39, -1.13, -1.00], [2.68, 0.50, -0.94], [0.64, 2.54, 0.30], [0.51, 2.12, -1.53], [-0.83, 2.44, -0.74], [-3.70, 0.51, -0.30], [-2.91, 2.01, -0.18]], "mulliken_charge": [-0.678, -0.710, -0.382, 0.571, 0.711, 0.615, -1.076, -1.437, -0.275, -0.549, -0.059, 0.333, 0.375, 0.169, 0.354, 0.656, 0.252, 0.343, 0.384, 0.204, 0.198], "orbital_gap_ev": [7.850, 7.901], "total_charge": 0, "spin_multiplicity": 1, "homo_energy_ev": [-7.59, -7.61]}

=====

(x)
{"formula": "C8H10N2O", "method": "ωB97M-V/def2-TZVPD", "elements": ["C", "C", "C", "C", "C", "C", "C", "C", "N", "N", "O", "H", "H", "H", "H", "H", "H", "H", "H", "H", "H"], "coordinates": [[1.17, 1.38, 0.12], [1.58, -1.38, -0.15], [-1.89, -1.19, 0.11], [0.11, 0.51, 0.02], [0.31, -0.94, -0.03], [2.54, 0.86, 0.35], [2.75, -0.50, -0.33], [-3.54, 0.63, -0.04], [-1.26, 1.07, -0.18], [-2.17, 0.12, -0.10], [-0.71, -1.75, 0.25], [1.10, 2.46, 0.32], [1.74, -2.41, -0.43], [-2.75, -1.82, 0.27], [3.35, 1.51, -0.01], [2.89, 0.76, 1.37], [3.66, -1.15, 0.10], [2.85, -0.46, -1.44], [-3.93, 0.88, -1.14], [-3.49, 1.56, 0.46], [-4.32, -0.14, 0.48]], "mulliken_charge": [-0.560, -0.858, -0.072, 0.584, 0.604, -0.675, -0.559, -0.783, -0.972, 0.672, -0.340, 0.336, 0.349, 0.286, 0.338, 0.288, 0.280, 0.258, 0.262, 0.335, 0.228], "orbital_gap_ev": 7.611, "total_charge": 0, "spin_multiplicity": 1, "homo_energy_ev": -6.80}

=====

Most stable one: (x), least stable one: (w).